Record 1
Density functional theory data (ωB97M-V with the def2-TZVPD basis set) for a cluster of 3 separate species, C36H73N4O6PS in total at a distorted geometry.

Atoms and positions in Å:
1 O 0.7006 2.0237 3.9940
2 C 5.1849 0.8976 -3.8007
3 C 1.9508 -0.8226 0.2903
4 H -2.0097 0.5935 -0.8424
5 H 2.2901 1.7335 1.7240
6 H -2.7034 -2.6275 -2.2703
7 H 1.7892 1.0409 -4.5736
8 C -2.0788 -5.6235 5.1151
9 H -5.6453 -2.1684 0.4387
10 H 1.8472 -1.0313 -0.7796
11 O 5.8789 -0.0099 -4.6348
12 H -0.6231 4.8800 -0.6209
13 H -3.1897 3.6991 -1.3393
14 C 1.1109 3.5234 0.9647
15 H -1.2072 -2.7824 6.2149
16 C 2.2164 -2.0997 1.1269
17 C 3.6867 0.6085 -3.6377
18 H -2.8834 -0.9276 0.8829
19 O -2.4106 0.1412 -3.7920
20 H 3.2886 -2.1490 1.3417
21 H 3.3389 1.2114 -2.7922
22 H 2.8517 0.2625 2.6085
23 H -1.9130 -1.6404 -1.0682
24 H 2.7678 3.9768 -1.0873
25 H 2.1015 2.8941 -2.2897
26 C -0.4392 5.0261 -1.6880
27 N -1.8149 -2.0079 5.9598
28 C -4.8235 1.9273 2.1354
29 H 0.1477 2.4650 -0.7042
30 C -0.2053 -3.3395 -2.8714
31 C 1.8228 3.5995 -1.4999
32 H -5.5355 1.0984 2.1604
33 H 4.0956 -0.3676 0.4835
34 H -4.0571 -2.9448 0.6433
35 C -3.8926 -3.2270 6.3250
36 C 4.3811 2.2606 3.1984
37 H -0.9365 3.7405 -3.3399
38 N -0.3969 0.5536 2.6989
39 H -1.2714 -1.4826 5.2798
40 H 1.0203 -0.3436 0.6206
41 H 3.9108 -1.3534 -4.0231
42 H 0.0100 -2.5302 -0.3311
43 H -4.6850 -3.8099 5.8504
44 H -3.5461 -1.7439 4.8414
45 H -3.6206 2.0896 -2.8998
46 C -2.5917 -3.5055 4.1313
47 H 3.8930 -1.0432 -2.4495
48 H 1.5843 5.7084 -1.9526
49 H 1.5635 -4.1303 1.2905
50 H -3.0782 -5.9049 4.7693
51 H 1.3284 0.6285 5.4372
52 O -0.6147 1.5085 -3.6775
53 C 1.1343 2.8019 -0.3957
54 H -1.0062 -4.0562 -2.6629
55 H -4.0725 1.7774 2.9158
56 H -1.7580 2.9315 -0.7309
57 H -0.7467 -1.5103 -3.8522
58 H -2.0922 -5.4864 6.1992
59 H 4.8893 -0.2709 -6.4464
60 H 1.9640 3.2409 1.5812
61 H -4.3627 -2.4633 6.9447
62 H 3.5101 2.9203 3.3099
63 C 1.0246 -3.5448 -1.9775
64 H 5.6552 0.8029 -2.8180
65 H -3.9302 -0.7234 -2.7751
66 H -0.0070 -4.2822 -0.2876
67 H 2.6948 -3.9012 -0.0146
68 C -4.5830 -2.0940 0.1967
69 C 3.1320 0.1519 0.4657
70 C -2.2703 3.1972 -1.6585
71 C 1.0255 4.7850 -2.1314
72 C -1.7284 1.2574 -3.3633
73 H -3.3373 -3.8846 6.9939
74 H -2.1495 -2.8921 3.3421
75 C -2.9863 -2.5734 5.2857
76 H 5.7108 1.3020 -6.2427
77 C -2.6777 1.9029 -2.3685
78 H 3.1515 0.8561 -0.3772
79 H 5.2697 2.8984 3.1636
80 C 5.7627 0.2313 -6.0240
81 S -0.4480 3.1929 1.8631
82 H -2.1991 4.8902 -2.9635
83 H -5.3859 2.8291 2.3966
84 N 0.1425 -0.1291 3.7821
85 H -0.6469 6.0866 -1.8735
86 C -2.8801 -0.4846 -2.5652
87 C -2.9026 0.6407 -1.4943
88 C 0.6329 -3.4157 -0.4996
89 C -1.4717 4.2046 -2.5139
90 H 0.0322 -1.2883 -2.2891
91 H -3.4756 -3.9961 3.6997
92 H 2.9360 0.2775 -5.6595
93 H 0.1182 -3.5394 -3.9014
94 H 1.7840 -2.8205 -2.2862
95 H 1.4099 -4.5480 -2.1964
96 H 3.1318 1.9824 -5.2289
97 N 3.4270 -0.7994 -3.3202
98 H 1.7199 1.8856 -0.2400
99 C -4.1495 2.1276 0.7586
100 H 4.4846 1.5958 4.0659
101 C 3.0578 0.9463 1.7681
102 H -1.3898 -6.4373 4.8892
103 C 1.8258 -3.4460 0.4744
104 H -4.4574 -2.1787 -0.8842
105 O 4.3315 1.5408 1.9869
106 C 2.8440 0.9999 -4.8482
107 H -3.0882 2.3479 0.9276
108 C -0.0457 1.8165 2.8619
109 H -4.3851 -0.6291 1.7504
110 C 0.7823 0.7665 4.5146
111 P -4.3525 0.6475 -0.3347
112 H 6.6506 -0.1802 -6.5037
113 H -4.6092 2.9809 0.2574
114 H 1.7004 -1.9965 2.0857
115 C -2.0842 -1.7356 -2.1488
116 O -1.6056 -4.4681 4.4516
117 C -3.9658 -0.7931 0.7552
118 C -0.7212 -1.8755 -2.8275
119 H 1.0750 4.6040 0.8065
120 H 1.0200 4.6183 -3.2125
121 H 5.3528 1.9297 -4.1371

E_HOMO = -0.30277 hartree
SMILES = CCP(CC)[C@H]1[C@H](CCCCCCCCCCOC)OC(=O)[C@@H]1CCCCCCCSc1nnco1.COC[C@@H](C)N.COC[C@@H](C)N
Multiplicity = 1
Total charge = 0
Orbital gap = 8.64 eV

Mulliken atomic charge list, values in e, 6 entries: -0.24, -0.88, 2.20, -0.40, -1.72, 0.58


Record 2
Density functional theory data (ωB97M-V with the def2-TZVPD basis set) for the molecule C19H29N5O4.

Atoms and positions in Å:
1 H 2.2789 1.8948 -1.0679
2 C -1.0819 -3.4262 1.0441
3 C -1.2299 1.7224 -1.6541
4 C -1.6347 -0.6484 -1.6397
5 C -0.6520 -0.4892 1.7448
6 H 2.6984 -1.3592 0.5175
7 C -2.3218 1.9393 -0.8370
8 H 4.2960 -1.1197 -1.5746
9 H -0.1136 -2.7532 2.8528
10 H -4.7790 -2.4415 0.7415
11 H 0.7154 -1.8249 -1.9418
12 C -2.7735 -0.4344 -0.8326
13 H -2.4561 2.6322 1.8226
14 C -0.8895 0.4385 -2.0559
15 H -3.6464 3.4901 -0.1510
16 H 3.9179 1.8902 -1.7519
17 H -0.0534 -1.8367 -3.5566
18 H 4.8868 1.9185 0.5674
19 H -0.9512 -4.4930 1.2067
20 C -3.0993 0.8518 -0.4473
21 H -0.6139 2.5510 -1.9729
22 O -1.5090 -1.3469 2.2867
23 C -0.1122 -2.2300 -2.5351
24 N -0.5597 2.9388 1.1449
25 H 5.6963 -2.0239 0.0763
26 C 1.3010 0.0288 0.7661
27 N 2.4515 -0.4222 0.2328
28 H -2.0085 -3.2527 0.5040
29 C -1.1037 -2.7077 2.3861
30 H 4.4584 0.6431 1.7191
31 O -3.4651 -1.5527 -0.4751
32 O -1.3530 -1.9503 -1.9404
33 H -0.2600 -3.0515 0.4425
34 C 4.0836 1.2764 0.9192
35 H 5.5389 0.0149 -0.9855
36 H 2.7553 0.6406 -2.2183
37 H -2.0135 4.3467 1.5835
38 C -0.2213 1.6288 1.1720
39 C -4.4350 -1.4280 0.5379
40 H -0.0396 -3.3164 -2.5667
41 H -5.2861 -0.8214 0.2100
42 C -2.5773 3.2935 -0.2403
43 N -1.0754 0.7664 1.7190
44 C 4.6546 -0.5660 -0.6944
45 H 0.0697 3.5067 0.5959
46 C 3.1000 1.2677 -1.3993
47 N 0.5148 -0.9181 1.2978
48 H -3.9429 1.0277 0.2001
49 H 3.2729 1.8916 1.2979
50 C -1.9450 3.3379 1.1674
51 N 0.9844 1.3179 0.6934
52 C 3.5566 0.4032 -0.2231
53 O 4.9645 -1.4630 0.3507
54 H -0.0167 0.3011 -2.6738
55 H -2.1306 4.0702 -0.8649
56 H -1.8454 -3.1546 3.0537
57 H -3.9997 -0.9988 1.4455

ΔE to the lowest compared entry with this formula, charge and spin = 150.4 kJ/mol
E_HOMO = -0.28599 hartree
SMILES = CCOc1nc(NCCc2ccc(OC)c(OC)c2)nc(NC(C)(C)CO)n1
Multiplicity = 1
Total charge = 0
Orbital gap = 8.36 eV

natural (NBO) atomic charge list, values in e, 6 entries: 0.25, -0.65, -0.22, 0.24, 0.74, 0.42


Record 3
Density functional theory data (ωB97M-V with the def2-TZVPD basis set) for a cluster of 3 separate species, C14H40BBrN6O3P2 in total at a distorted geometry.

Atoms and positions in Å:
1 H -4.7861 2.4464 -1.3516
2 H -1.2790 3.5200 -7.0031
3 H 4.4079 0.3719 4.1947
4 P 3.3262 -0.6265 1.5522
5 H -2.8515 2.0740 -4.6836
6 H -4.2399 -0.3217 -3.3409
7 N -4.6489 0.0422 -1.3046
8 B -0.7937 1.4728 -5.1228
9 C -3.4581 -0.4197 1.9348
10 C -4.9696 -0.5908 -2.5789
11 H -0.0670 2.1019 -4.4313
12 H -5.9400 -0.2406 -2.9427
13 H -5.7206 0.5783 0.4291
14 C 4.8277 0.8333 3.3063
15 H -3.1083 0.4991 2.4290
16 N -2.7744 -0.7064 0.6906
17 H -0.7549 -0.3761 1.2974
18 O -2.5794 -1.1373 -1.6736
19 H 5.0499 -3.1868 1.9538
20 C 3.4657 -2.4018 3.7170
21 H -3.8390 3.6402 -0.5151
22 C -1.9738 2.2252 0.4162
23 C 3.9315 -1.7310 -0.8341
24 Br -0.3068 -0.2890 -5.7991
25 H 5.1276 -3.6433 0.2904
26 H 6.6464 0.9168 1.5422
27 H -4.5353 -0.3496 1.8244
28 O -2.3993 4.4146 -5.5607
29 H 4.0177 -2.6866 -1.3548
30 H 3.1351 -3.3050 3.1885
31 N -3.2384 1.6457 -0.1041
32 C 1.5274 -1.0357 3.5491
33 H 1.1412 -0.0634 3.2482
34 H 4.5560 -2.3670 3.7503
35 C 5.1166 -2.7743 0.9528
36 C -3.7763 2.6779 -1.0268
37 H -3.1478 2.7977 -1.9142
38 H 5.8335 1.1560 3.5823
39 H 4.7255 -1.0675 -1.2051
40 O 1.9247 -0.7064 0.9792
41 H 4.2332 1.7186 3.0640
42 H -1.5533 1.6219 1.2201
43 H -1.4216 -1.9589 1.7354
44 H 6.0954 -2.2827 0.8539
45 H 5.9376 -0.0690 0.2949
46 H -1.2161 2.3172 -0.3667
47 H -5.0036 -1.6838 -2.5003
48 C -1.9395 3.4711 -6.1111
49 C 5.6931 0.5868 1.1299
50 H -2.6419 1.4272 -6.3705
51 C -2.2135 2.0516 -5.5769
52 H 0.8778 -1.8136 3.1311
53 H -2.1542 3.2121 0.8426
54 N 4.8943 -0.1152 2.1660
55 C -1.4179 -1.1843 0.9650
56 H -6.7008 -0.0178 -0.8657
57 P -2.9813 0.0679 -0.8436
58 H -0.9653 -1.6332 0.0822
59 N 3.9988 -1.9160 0.6144
60 C -5.7365 -0.1639 -0.3708
61 H -3.3002 -1.2403 2.6393
62 H 5.1662 1.4580 0.7311
63 H -5.7279 -1.1752 0.0556
64 N 2.9158 -1.1961 3.1311
65 H 3.1591 -2.4951 4.7625
66 H 2.9765 -1.3012 -1.1348
67 H 1.4532 -1.0737 4.6396

ΔE to the lowest compared entry with this formula, charge and spin = 0.0 kJ/mol
E_HOMO = -0.29844 hartree
SMILES = CN(C)P(=O)(N(C)C)N(C)C.CN(C)P(=O)(N(C)C)N(C)C.O=CCBBr
Multiplicity = 1
Total charge = 0
Orbital gap = 7.89 eV

natural (NBO) atomic charge list, values in e, 6 entries: 0.23, 0.11, 0.23, 2.23, 0.27, 0.20


Record 4
Density functional theory data (ωB97M-V with the def2-TZVPD basis set) for a cluster of 3 separate species, C4H15NO3 in total.

Atoms and positions in Å:
1 C -2.9484 -0.4704 0.5614
2 C -1.5289 -0.0824 0.9651
3 H 0.8651 1.4130 1.2028
4 H 1.1162 1.7569 -1.2746
5 C 0.1641 1.8015 0.4474
6 H -1.5659 0.5071 1.8894
7 H -3.1054 -0.5017 -0.5307
8 H -1.5510 1.3071 -0.6095
9 H 0.1840 -0.9651 -0.7508
10 H -0.7802 -0.3109 -1.8319
11 O 1.5960 -4.1873 -1.0466
12 H -3.6515 0.2724 0.9144
13 N -0.0973 -0.0629 -1.1231
14 H -3.2154 -1.4610 0.9185
15 C -0.7829 0.7407 -0.0870
16 H -0.9305 -0.9406 1.3077
17 H 3.7709 1.8764 0.2159
18 H 1.0266 -3.4660 -1.3242
19 O 0.8718 2.4055 -0.6055
20 H 2.2722 -4.2717 -1.7241
21 O 4.3259 1.4941 0.9148
22 H -0.4422 2.5808 0.9008
23 H 4.4067 0.5647 0.6698

ΔE to the lowest compared entry with this formula, charge and spin = 70.1 kJ/mol
E_HOMO = -0.36868 hartree
SMILES = CC[C@H](N)CO.O.O
Multiplicity = 1
Total charge = 0
Orbital gap = 10.41 eV

natural (NBO) atomic charge list, values in e, 6 entries: -0.61, -0.42, 0.16, 0.49, -0.06, 0.21


Record 5
Density functional theory data (ωB97M-V with the def2-TZVPD basis set) for the molecule C7H14 at a distorted geometry.

Atoms and positions in Å:
1 H 3.5738 -0.2776 0.7123
2 C -1.3353 -0.0995 0.3462
3 H 1.7787 0.7290 -1.5829
4 H 2.6766 -1.2982 -0.4715
5 C 2.0099 0.8092 -0.4955
6 H 1.4068 0.5864 1.7175
7 H -2.3483 1.8098 0.0669
8 C 1.3901 0.0617 0.7300
9 C -1.4204 1.3228 -0.2804
10 H 0.4282 -1.4074 -0.3556
11 C 2.6885 -0.3767 0.1157
12 H -1.7266 -1.1065 -1.4782
13 H -1.4378 1.3569 -1.3835
14 H 0.2217 -1.5986 1.3786
15 C -2.3693 -0.9725 -0.4071
16 H -1.5609 -0.0028 1.4021
17 H -2.5206 -1.9673 0.0848
18 H -3.4046 -0.4626 -0.4510
19 H 2.3326 1.8111 -0.2249
20 H -0.5671 1.9227 0.0314
21 C 0.1840 -0.8401 0.5450

ΔE to the lowest compared entry with this formula, charge and spin = 224.0 kJ/mol
E_HOMO = -0.35826 hartree
SMILES = CC(C)CC1CC1
Multiplicity = 1
Total charge = 0
Orbital gap = 10.96 eV

natural (NBO) atomic charge list, values in e, 6 entries: 0.21, -0.21, 0.22, 0.21, -0.44, 0.22


Record 6
Density functional theory data (ωB97M-V with the def2-TZVPD basis set) for a cluster of 2 separate species, C11H19BrClNO3 in total at a distorted geometry.

Atoms and positions in Å:
1 O -1.7637 0.0623 2.0396
2 H -2.4911 -2.5178 -0.5447
3 Br 1.9285 -2.2697 -1.2425
4 H -2.8124 -2.6145 1.5692
5 H 0.6801 -3.5888 2.0168
6 C -0.9729 -3.0853 0.7298
7 H 0.9386 -1.1835 0.8276
8 H -1.5127 3.3221 -0.9382
9 C 0.5078 -3.2989 0.9894
10 C -1.6876 -0.8557 1.3230
11 H -1.0406 -2.4454 -1.4430
12 C -1.7886 -2.3298 1.7909
13 H -1.4319 -4.0520 0.5679
14 N -1.4840 -0.8395 -0.0440
15 C -0.9849 2.7978 -0.1451
16 Cl -1.3789 -2.6243 3.4588
17 C 2.7117 -2.1225 1.4944
18 H -1.6583 2.0385 0.2479
19 H 2.6471 -1.3909 2.2863
20 C 1.4291 -2.1227 0.6741
21 H 0.8097 -4.1367 0.3845
22 C -1.4385 -2.2503 -0.4641
23 H -0.6076 3.3676 -2.7746
24 H 2.9717 -3.0970 1.8819
25 H 0.9918 3.4257 -3.4782
26 C 0.6657 4.9739 -2.0348
27 H 0.1456 5.1458 -1.0925
28 H 0.3130 5.7068 -2.7606
29 H 1.7272 5.1422 -1.8527
30 O 0.7499 1.1921 0.0310
31 H -0.7428 3.4989 0.6522
32 C 0.4409 3.5674 -2.5500
33 H -0.6299 -0.3171 -0.2215
34 C 0.2869 2.1170 -0.5906
35 O 0.9609 2.5824 -1.6519
36 H 3.5204 -1.7981 0.8640

E_HOMO = -0.35417 hartree
SMILES = C[C@@H](Br)C[C@@H]1CNC(=O)[C@@H]1Cl.CCOC(C)=O
Multiplicity = 1
Total charge = 0
Orbital gap = 10.33 eV

natural (NBO) atomic charge list, values in e, 6 entries: -0.55, 0.18, -0.06, 0.23, 0.23, -0.22